(1)
Entry from the OMol25 dataset: C31H48O3P2Tm as an isolated structure in a non-equilibrium geometry (ωB97M-V/def2-TZVPD).

```
85
Properties=species:S:1:pos:R:3:forces:R:3
Tm -0.086303 -0.224254 1.386473 0.06 -0.29 1.70
C -0.680884 -2.555471 2.231898 0.88 0.13 0.34
C 0.673629 -2.619836 1.765652 -0.26 0.56 0.71
C 0.620594 -1.278653 3.655051 -0.24 -1.09 -0.80
C -0.706500 -1.743024 3.407074 1.05 -0.19 -0.27
C 1.469890 -1.794904 2.620328 -0.93 -0.40 0.49
C -1.818412 -3.382674 1.751556 -0.52 -0.16 -0.20
H -1.650758 -3.744641 0.731858 -0.06 -0.03 0.16
H -2.751739 -2.804560 1.753580 0.07 -0.21 -0.03
H -1.973546 -4.259191 2.402553 0.04 0.25 -0.24
C -1.843932 -1.577840 4.349507 -0.54 0.25 0.07
H -2.772563 -1.976668 3.919112 0.21 0.11 0.19
H -2.014983 -0.518560 4.582222 -0.04 -0.21 0.04
H -1.653129 -2.104214 5.296721 -0.04 0.11 -0.26
C 1.099622 -0.665435 4.919400 0.06 0.62 0.37
H 1.255398 -1.436691 5.696317 -0.07 0.25 -0.33
H 0.376682 0.060365 5.322194 0.22 -0.16 -0.05
H 2.054167 -0.141448 4.774648 -0.25 -0.10 0.11
C 2.953738 -1.709749 2.641992 0.60 0.20 -0.10
H 3.380855 -2.375552 3.413941 -0.12 0.25 -0.32
H 3.292290 -0.685939 2.864761 0.00 -0.28 0.01
H 3.384825 -1.991427 1.673162 -0.01 -0.02 0.23
C 1.216961 -3.518477 0.716258 0.21 -0.34 -0.51
H 1.588204 -4.460978 1.153557 -0.12 0.28 -0.15
H 2.060408 -3.057337 0.183870 -0.13 -0.13 0.07
H 0.460059 -3.777847 -0.031206 0.13 -0.06 0.13
C -1.748732 0.237101 -4.796773 -0.61 -1.12 -0.51
C -1.728574 -1.101757 -4.959977 -0.63 1.23 -0.30
C -0.910584 -1.804467 -6.003608 0.12 -0.46 -0.15
C 0.485722 -1.214308 -6.301894 -0.03 -0.37 -0.22
C 1.240369 -0.670646 -5.118557 0.44 0.60 -0.13
C 1.248178 0.626365 -4.772328 0.52 -0.70 -0.60
C 0.326771 1.674258 -5.330741 -0.07 0.34 -0.16
C -1.080365 1.181611 -5.752247 0.14 0.53 -0.09
H -1.458576 -1.842093 -6.961095 0.01 -0.06 0.32
H 0.412295 -0.468322 -7.103563 0.16 -0.16 0.36
H -0.784573 -2.853478 -5.692539 -0.07 0.25 -0.08
H -1.032451 0.753882 -6.761301 -0.14 0.05 0.39
H -2.404896 0.696000 -4.050311 0.18 -0.28 -0.29
H -2.442009 -1.732928 -4.419793 0.29 0.30 0.03
H -1.722891 2.070612 -5.846715 0.19 -0.20 0.02
H 0.206009 2.467987 -4.573569 0.12 -0.19 -0.24
H 2.002638 0.993137 -4.067839 -0.32 -0.32 -0.11
H 0.782105 2.157345 -6.213701 -0.04 -0.06 0.35
H 1.087194 -2.031117 -6.723249 -0.10 0.19 0.03
H 1.899397 -1.386202 -4.608870 -0.11 0.40 -0.13
P -1.046664 -0.501853 -1.162541 -0.10 0.36 0.03
P 1.953235 0.734199 -0.272669 -0.02 0.28 -0.08
C -0.154892 0.754804 -2.195937 -0.20 -0.44 -0.25
C 0.980951 1.597872 -1.594267 0.06 -0.09 0.28
H -0.910943 1.413321 -2.644315 0.25 -0.18 0.18
H 0.211632 0.127652 -3.014609 0.03 0.35 0.14
H 1.684405 1.915901 -2.378333 -0.31 0.05 0.17
H 0.555943 2.512841 -1.151234 0.25 -0.24 0.04
C 2.923247 2.060928 0.502471 0.28 0.21 -0.02
H 3.465999 1.635438 1.357464 -0.07 0.14 -0.22
H 2.258090 2.845212 0.884458 0.12 -0.23 -0.09
H 3.642617 2.503109 -0.203409 -0.19 -0.12 0.22
C 3.200115 -0.290633 -1.118777 0.12 -0.14 -0.15
H 3.757344 0.293915 -1.864867 -0.13 -0.18 0.18
H 2.723725 -1.153307 -1.606806 0.13 0.25 0.08
H 3.905344 -0.677307 -0.365148 -0.25 0.15 -0.26
C -2.789308 0.017896 -1.243105 -0.24 -0.07 -0.05
H -3.400931 -0.787086 -0.814650 0.01 0.27 -0.10
H -3.116472 0.226853 -2.270526 0.02 -0.12 0.37
H -2.911232 0.920548 -0.623783 -0.02 -0.29 -0.22
C -0.930170 -2.128502 -1.973854 0.12 -0.14 -0.43
H 0.077987 -2.553822 -1.862982 -0.29 0.20 0.11
H -1.145252 -2.050696 -3.043418 0.10 -0.03 0.37
H -1.657732 -2.815803 -1.519851 0.23 0.22 0.01
O 1.300316 3.093477 4.539675 -0.45 -0.23 -0.66
C 0.002197 3.424610 4.683694 -0.18 0.11 -0.19
C -0.338521 4.395447 5.630650 -0.32 0.03 -0.01
C -1.681986 4.706204 5.839229 0.39 -0.16 -0.24
C -2.702946 4.082829 5.101918 -0.12 -0.08 -0.23
C -2.370495 3.151164 4.123219 -0.41 0.49 0.46
C -1.031905 2.828900 3.900903 0.58 0.08 0.59
C -0.701782 1.806343 2.940421 0.06 -0.78 -0.64
O -1.600362 1.056188 2.393288 0.62 0.88 0.19
O 0.545749 1.586971 2.624175 -0.86 0.09 -0.22
H 1.327233 2.478992 3.748259 0.18 0.43 0.74
H 0.466412 4.903993 6.166130 -0.33 -0.25 -0.08
H -1.928105 5.464447 6.579496 -0.03 -0.17 -0.14
H -3.748209 4.351535 5.281070 0.44 -0.13 -0.08
H -3.126237 2.659465 3.504790 0.22 0.20 0.32
```
Positions in Å, forces in eV/Å.

The calculation puts the orbital gap (alpha / beta) at 7.99 / 8.02 eV. The expectation value of S² is 2.00. The total charge is +1. Its spin multiplicity is 3.

---

(2)
Entry from the OMol25 dataset: C31H49BrCaN6O4P2 as an isolated structure in a non-equilibrium geometry (ωB97M-V/def2-TZVPD).

```
94
Properties=species:S:1:pos:R:3:forces:R:3
Ca 0.241111 0.514983 0.644326 0.75 -0.90 -0.28
C 1.555613 -0.216302 4.232476 0.09 -0.06 -0.05
C 1.998945 -0.617841 2.840143 -0.14 0.08 0.06
C 2.819679 0.209412 2.054209 0.05 0.36 0.01
C 3.341377 1.533618 2.570625 0.10 -0.12 0.03
C 3.271150 -0.230306 0.797083 0.03 0.02 -0.06
C 4.272588 0.629172 0.049013 -0.03 -0.09 0.07
C 2.944458 -1.523196 0.340276 0.03 0.00 0.02
C 3.476696 -1.997151 -0.994455 -0.03 -0.03 0.12
C 2.231092 -2.392145 1.184758 0.06 -0.01 0.01
C 2.161836 -3.876965 0.896169 -0.01 0.17 -0.01
C 1.702680 -1.916713 2.396539 -0.03 -0.05 -0.01
C 0.926028 -2.843833 3.301884 0.08 0.03 -0.08
H 0.470917 -0.263505 4.348292 0.01 -0.04 0.03
H 1.876902 0.782337 4.508242 -0.02 -0.05 0.00
H 1.975603 -0.904700 4.968556 -0.02 0.00 0.00
H 4.336114 1.392699 3.005596 -0.04 0.00 -0.02
H 2.710735 1.975339 3.334242 0.04 0.01 -0.02
H 3.444272 2.264274 1.770931 0.03 -0.02 0.02
H 3.840446 1.554632 -0.337530 0.03 -0.04 0.05
H 4.719277 0.103300 -0.788045 -0.02 0.01 -0.01
H 5.083507 0.914721 0.721683 -0.02 -0.02 -0.03
H 4.525429 -2.301995 -0.912925 -0.08 0.02 -0.01
H 3.411505 -1.211810 -1.741314 -0.01 0.07 -0.07
H 2.917092 -2.843251 -1.382807 -0.03 -0.01 0.01
H 1.164103 -4.203740 0.610853 -0.12 -0.07 -0.06
H 2.436143 -4.440434 1.787195 -0.02 0.01 0.04
H 2.847681 -4.177013 0.111282 0.00 0.02 -0.02
H 1.596132 -3.318776 4.026353 -0.04 0.02 -0.02
H 0.434495 -3.639557 2.749879 0.03 -0.02 -0.01
H 0.163551 -2.316620 3.871611 0.00 0.00 0.00
O 0.659478 1.988351 -6.992370 0.00 0.05 0.14
C 0.939271 1.191739 -5.955065 0.00 0.06 -0.05
C 1.174841 -0.177171 -6.058281 0.02 -0.11 -0.03
C 1.449339 -0.885569 -4.905752 -0.03 -0.03 0.07
N 1.515780 -0.321872 -3.688964 -0.10 -0.20 0.05
C 1.289159 0.961727 -3.644886 0.11 -0.16 -0.10
Br 1.479222 1.784727 -1.908144 0.07 0.11 0.00
C 0.996961 1.791539 -4.698838 -0.10 0.35 0.03
H 0.658316 1.502564 -7.822812 0.01 -0.08 -0.14
H 1.150416 -0.677492 -7.019374 -0.01 0.01 0.06
H 1.621452 -1.957057 -4.943947 0.02 0.12 0.00
H 0.829830 2.857133 -4.592556 0.04 -0.14 0.01
C -1.711783 -4.747366 -1.341804 0.00 0.26 0.08
N -1.416092 -3.600224 -2.208311 -0.05 -0.02 0.02
C -2.678203 -2.971430 -2.605717 0.09 0.02 0.18
N -3.509032 -2.571562 -1.468235 -0.03 -0.07 -0.01
C -3.757271 -3.749317 -0.633620 0.18 0.09 0.01
N -2.524280 -4.389620 -0.176342 -0.05 -0.05 -0.05
C -1.800630 -3.575534 0.782088 0.06 0.23 -0.17
P -1.222567 -1.949292 0.029556 -0.55 -0.34 -0.38
C -0.524988 -2.648382 -1.557196 -0.17 -0.18 0.21
C -2.897132 -1.495729 -0.705948 0.16 -0.19 0.05
H -0.776468 -5.199094 -1.006537 0.00 0.00 -0.01
H -2.261527 -5.484394 -1.924579 -0.03 -0.03 -0.04
H -3.243505 -3.685675 -3.201154 -0.03 -0.06 -0.04
H -2.466109 -2.095634 -3.223279 0.01 0.00 0.01
H -4.322080 -4.471679 -1.220642 -0.02 -0.04 -0.03
H -4.356963 -3.461602 0.230619 -0.01 0.01 0.02
H -0.944850 -4.128349 1.154726 0.13 -0.09 0.05
H -2.440753 -3.352438 1.633594 -0.07 0.02 0.11
H 0.433675 -3.120133 -1.355304 0.14 -0.09 0.04
H -0.331104 -1.817795 -2.224469 0.11 0.26 -0.29
H -2.770243 -0.630282 -1.356208 0.00 0.05 -0.05
H -3.564818 -1.209727 0.109950 -0.03 0.02 0.03
C -5.095973 1.333708 0.634091 0.10 0.01 0.02
O -3.959080 1.652755 -0.207556 -0.35 -0.36 0.04
P -2.464623 1.578134 0.352109 -0.23 0.57 0.02
O -2.268184 3.001388 1.042004 -0.10 0.23 0.21
C -2.867114 4.239068 0.617951 0.00 0.07 -0.07
O -1.649230 1.654427 -1.055957 -0.08 -0.24 0.26
C -2.092138 2.253052 -2.297752 0.17 0.13 -0.02
H -5.702909 2.226812 0.756157 0.04 0.06 -0.02
H -4.784801 0.978003 1.619519 0.06 0.02 -0.07
H -5.682627 0.565835 0.138737 0.04 -0.03 -0.06
H -2.815050 4.920791 1.461141 0.02 0.00 0.02
H -3.906367 4.093348 0.331868 -0.01 -0.03 0.00
H -2.312739 4.655856 -0.222460 0.03 -0.02 0.00
H -1.594855 3.213349 -2.426117 0.00 -0.01 0.03
H -3.168600 2.384526 -2.299463 -0.05 -0.03 0.05
H -1.802884 1.584151 -3.102804 0.03 -0.05 -0.03
N 0.770604 6.024914 3.976290 -0.01 -0.08 -0.09
C 0.696109 4.868887 3.294774 0.02 0.03 0.04
C 0.139418 3.708653 3.869937 0.00 0.19 0.15
C 0.085925 2.558375 3.136163 -0.02 -0.10 -0.25
N 0.544751 2.441297 1.873213 -0.12 0.57 0.22
C 1.071934 3.555444 1.327977 -0.08 -0.16 0.02
C 1.169127 4.757171 1.972177 0.04 0.16 0.07
H 0.448642 6.089861 4.924751 -0.01 0.01 0.04
H 1.193966 6.841555 3.572659 0.00 0.00 0.00
H -0.245394 3.727601 4.883098 0.02 -0.02 -0.07
H -0.343050 1.665782 3.581496 -0.03 0.08 -0.06
H 1.447711 3.474505 0.310657 -0.05 0.00 0.08
H 1.612960 5.608760 1.469968 -0.03 -0.06 0.03
```
Positions in Å, forces in eV/Å.

The calculation puts the orbital gap at 8.45 eV. As for the energy above the lowest of the compared OMol25 structures with the same formula, charge and spin: 29.0 kcal/mol. The total charge is +2. Its spin multiplicity is 1.

---

(3)
Entry from the OMol25 dataset: C31H49BrCaN6O4P2 as an isolated structure (ωB97M-V/def2-TZVPD).

```
94
Properties=species:S:1:pos:R:3:forces:R:3
Ca 0.580226 0.307721 -0.343386 0.04 0.16 -0.26
C 2.685554 -2.516092 -1.658535 -0.01 0.06 0.00
C 2.886631 -1.058747 -1.309007 -0.06 -0.15 -0.05
C 3.201789 -0.676255 0.003626 0.03 0.03 0.23
C 3.513539 -1.704692 1.067162 0.03 0.01 -0.08
C 3.338032 0.685336 0.325439 0.03 -0.11 0.11
C 3.735409 1.079098 1.726384 0.00 0.03 -0.03
C 3.181901 1.665975 -0.666108 -0.03 0.08 0.02
C 3.449307 3.110212 -0.317315 0.01 -0.03 -0.02
C 2.880414 1.279347 -1.982719 0.01 0.05 -0.04
C 2.725001 2.310874 -3.073199 0.00 -0.02 0.02
C 2.789751 -0.083340 -2.313951 -0.01 -0.02 0.01
C 2.683120 -0.505124 -3.757255 0.02 0.02 0.03
H 3.633540 -3.008761 -1.886532 0.00 -0.01 0.00
H 2.042317 -2.623490 -2.528869 0.00 -0.01 0.00
H 2.225410 -3.063049 -0.835961 0.01 -0.01 0.00
H 4.458344 -1.460148 1.552263 0.01 -0.01 0.00
H 3.612553 -2.703264 0.654128 0.01 -0.01 0.01
H 2.755980 -1.736011 1.852494 0.01 0.01 0.01
H 4.824087 1.062680 1.828994 0.00 0.00 0.01
H 3.336241 0.392606 2.471428 0.01 0.00 0.01
H 3.398991 2.080896 1.979684 0.00 0.00 0.00
H 2.632577 3.552099 0.259104 0.00 0.00 0.00
H 3.610306 3.719985 -1.200006 0.00 0.01 0.01
H 4.350849 3.187388 0.288880 0.00 0.01 0.01
H 3.684252 2.513146 -3.556199 0.00 0.00 -0.01
H 2.353100 3.257320 -2.689414 -0.01 0.00 -0.01
H 2.036993 1.966722 -3.841895 0.00 0.01 -0.01
H 1.648080 -0.619646 -4.080968 -0.01 -0.01 -0.01
H 3.195017 -1.451109 -3.917521 -0.01 0.00 -0.01
H 3.155734 0.226613 -4.407481 0.00 -0.01 -0.01
O -7.255995 -0.483191 -1.301583 0.02 0.06 -0.07
C -6.189336 0.301520 -1.503913 -0.08 -0.04 0.05
C -6.084063 1.226944 -2.541331 0.01 -0.02 0.01
C -4.929996 1.975658 -2.636879 0.04 0.03 0.03
N -3.897783 1.869961 -1.787837 -0.05 -0.03 -0.03
C -4.045531 0.989507 -0.828935 -0.07 0.01 -0.02
Br -2.587772 0.868831 0.418390 0.05 0.03 -0.01
C -5.131069 0.171459 -0.606713 0.07 0.03 -0.05
H -7.948369 -0.306276 -1.951050 0.00 -0.02 0.03
H -6.887370 1.365584 -3.252612 -0.01 0.00 -0.01
H -4.822273 2.706896 -3.428343 0.01 0.00 0.00
H -5.187592 -0.522623 0.217556 0.00 -0.01 0.01
C 0.478550 -3.825640 4.111162 0.02 0.02 0.00
N -0.123833 -4.297944 2.865271 0.01 -0.02 0.01
C -1.577984 -4.304612 3.014475 0.00 -0.01 0.01
N -2.124362 -3.006235 3.402403 -0.02 -0.02 0.01
C -1.474999 -2.575564 4.638794 -0.01 0.01 0.02
N -0.017256 -2.516028 4.535570 0.01 -0.03 0.00
C 0.413067 -1.457325 3.640337 -0.03 0.01 -0.11
P -0.202525 -1.701484 1.888882 0.01 -0.03 -0.01
C 0.294735 -3.499193 1.728414 -0.01 0.11 -0.04
C -1.991171 -2.016146 2.349181 0.12 0.02 -0.05
H 1.563076 -3.779630 3.992663 0.00 -0.01 0.01
H 0.247225 -4.546392 4.895720 0.00 0.00 0.00
H -1.835130 -5.025531 3.791345 0.00 0.00 -0.01
H -2.035975 -4.627198 2.077570 0.00 0.00 0.00
H -1.729339 -3.289718 5.422600 0.00 0.01 0.00
H -1.856837 -1.594248 4.926230 -0.01 -0.01 0.00
H 1.505338 -1.402623 3.633656 0.00 0.01 0.05
H 0.033512 -0.499822 4.006740 0.01 0.00 0.02
H 1.379668 -3.557666 1.616989 -0.01 -0.04 0.00
H -0.152496 -3.906690 0.817750 0.01 -0.02 0.02
H -2.529640 -2.345626 1.456630 -0.02 0.01 0.01
H -2.439172 -1.075064 2.673048 -0.02 -0.01 0.00
C -1.404131 -0.707398 -5.584514 -0.07 -0.02 -0.10
O -0.637809 -0.491553 -4.379339 0.05 -0.01 -0.08
P -1.376000 -0.158023 -2.999365 0.04 0.12 0.16
O -0.427700 1.099966 -2.457045 -0.02 -0.21 0.20
C -0.717026 2.415284 -2.989378 -0.11 -0.12 -0.02
O -0.541891 -1.163764 -1.960718 0.01 0.18 0.07
C -1.019004 -2.521598 -1.883184 -0.02 0.00 -0.03
H -1.110449 -1.664506 -6.006459 0.02 0.00 0.03
H -1.176719 0.088755 -6.288623 0.02 0.00 0.02
H -2.474187 -0.714340 -5.373167 0.00 0.01 0.02
H 0.035366 3.087961 -2.588981 -0.01 0.02 -0.01
H -1.716832 2.715567 -2.678299 0.00 0.04 -0.02
H -0.633285 2.396220 -4.076090 0.01 0.04 0.01
H -0.324597 -3.064808 -1.248964 -0.01 -0.01 -0.01
H -1.025370 -2.975735 -2.873879 0.01 -0.01 0.01
H -2.021506 -2.547829 -1.454195 0.00 0.00 0.00
N -0.165027 5.387891 3.842488 0.00 -0.01 -0.01
C -0.001046 4.365259 2.986736 -0.01 0.04 0.04
C 0.496713 3.119685 3.411479 0.00 0.01 -0.02
C 0.649139 2.113743 2.492881 0.03 -0.03 -0.02
N 0.352405 2.221286 1.185954 -0.04 -0.09 -0.05
C -0.134623 3.412601 0.792677 -0.01 0.00 -0.04
C -0.321465 4.486852 1.621380 0.01 -0.02 0.02
H 0.069977 5.295655 4.814732 -0.01 0.00 0.00
H -0.522363 6.274167 3.532765 0.00 -0.01 0.00
H 0.759011 2.955529 4.447886 0.01 -0.02 0.00
H 1.043169 1.156199 2.813955 0.00 0.00 0.02
H -0.398086 3.501876 -0.255635 -0.02 0.00 -0.01
H -0.719009 5.412879 1.229460 0.00 0.00 -0.02
```
Positions in Å, forces in eV/Å.

The calculation puts the orbital gap at 8.74 eV. As for the energy above the lowest of the compared OMol25 structures with the same formula, charge and spin: 0.0 kcal/mol. The total charge is +2. Its spin multiplicity is 1.

---

| no. | energy (eV) |
| --- | --- |
| 1 | -87173.4987 |
| 2 | -157123.1519 |
| 3 | -157124.4113 |